{"formula": "C56H142N10O18", "method": "ωB97M-V/def2-TZVPD", "species": ["O", "O", "O", "O", "O", "O", "O", "O", "O", "O", "O", "O", "O", "O", "O", "O", "O", "O", "N", "N", "N", "N", "N", "N", "N", "N", "N", "N", "C", "C", "C", "C", "C", "C", "C", "C", "C", "C", "C", "C", "C", "C", "C", "C", "C", "C", "C", "C", "C", "C", "C", "C", "C", "C", "C", "C", "C", "C", "C", "C", "C", "C", "C", "C", "C", "C", "C", "C", "C", "C", "C", "C", "C", "C", "C", "C", "C", "C", "C", "C", "C", "C", "C", "C", "H", "H", "H", "H", "H", "H", "H", "H", "H", "H", "H", "H", "H", "H", "H", "H", "H", "H", "H", "H", "H", "H", "H", "H", "H", "H", "H", "H", "H", "H", "H", "H", "H", "H", "H", "H", "H", "H", "H", "H", "H", "H", "H", "H", "H", "H", "H", "H", "H", "H", "H", "H", "H", "H", "H", "H", "H", "H", "H", "H", "H", "H", "H", "H", "H", "H", "H", "H", "H", "H", "H", "H", "H", "H", "H", "H", "H", "H", "H", "H", "H", "H", "H", "H", "H", "H", "H", "H", "H", "H", "H", "H", "H", "H", "H", "H", "H", "H", "H", "H", "H", "H", "H", "H", "H", "H", "H", "H", "H", "H", "H", "H", "H", "H", "H", "H", "H", "H", "H", "H", "H", "H", "H", "H", "H", "H", "H", "H", "H", "H", "H", "H", "H", "H", "H", "H", "H", "H", "H", "H", "H", "H"], "positions_angstrom": [[6.93925, -0.71487, -2.10775], [-6.43202, 0.08102, -5.54855], [8.42924, 1.26797, -5.88626], [1.76540, 0.35671, 3.94595], [3.38276, 3.22007, 7.51347], [1.12974, 3.86483, 2.94306], [-6.02780, 0.98769, -1.72944], [-5.86869, -3.60439, 2.68970], [0.26789, 5.55559, 8.66346], [1.26205, -1.78600, -5.28264], [4.58791, 2.51958, -3.68866], [-4.05345, -2.92370, -3.02382], [2.20410, -6.44853, 6.14516], [2.43964, -2.78462, 0.72386], [-1.09925, -2.88390, 2.72931], [-1.43282, -0.03996, -0.87611], [-1.20170, 1.49727, -4.09566], [-3.27890, 2.93278, 2.23049], [0.78263, 0.84867, -6.15451], [-0.18393, -5.48583, 5.15234], [-7.18942, -1.18791, 0.08381], [5.69648, 1.47938, -6.14764], [3.83415, 1.95971, 5.01956], [-0.11975, 3.84038, 6.41978], [-3.84710, -1.27054, -5.48223], [5.37439, -2.81248, -1.49489], [1.21405, -0.08062, -1.91706], [-6.77504, 2.14751, 1.34204], [4.01973, 2.35960, -2.40817], [-1.09294, 2.15010, -5.32634], [1.21655, -3.16965, -4.87469], [4.38434, 3.23940, 5.31284], [1.65765, 4.81569, 1.95545], [-2.89480, -1.30869, -4.40539], [-2.05604, 2.39400, 1.84720], [-5.68398, -4.91528, 2.14468], [-4.07503, -4.24548, -2.50215], [3.70578, 1.99679, -4.66800], [6.56204, 1.66775, -7.31082], [2.99582, -7.60799, 6.10799], [0.10348, 3.41254, 4.99070], [-2.48001, -2.93426, 2.48562], [-6.60229, -0.24472, -2.19385], [3.04600, 0.31867, 3.37255], [0.05102, -5.55861, 6.55655], [4.57965, 3.45768, 6.76755], [5.93398, -1.03067, -3.08819], [5.68244, -2.47847, -2.86832], [-0.95053, 5.45918, 7.98421], [-2.75695, -0.56456, -0.53681], [-5.94027, 3.11162, 3.44359], [-6.41646, -1.33186, -1.14031], [-5.71294, 2.97971, 1.93354], [-2.09082, 2.13611, -3.29005], [9.67850, 0.59729, -5.63342], [-0.69872, -4.28181, 4.69362], [3.78759, -2.82357, 0.35642], [3.46800, 3.39588, 8.89870], [0.99573, -6.67986, 6.91791], [7.50419, 0.58725, -2.37362], [-4.16976, 0.04434, -6.05065], [-5.76619, -2.56615, 1.70888], [0.96178, -0.77788, 3.69862], [7.90613, 0.93031, -7.11997], [-7.75468, -0.17659, -5.90377], [0.89685, -1.57486, -6.61449], [0.86437, 4.39754, 4.17786], [-0.37987, -0.64467, -0.07496], [-0.58222, -4.13103, 3.14502], [1.34648, -0.16860, -7.04989], [0.18915, 5.70518, 10.06737], [3.71693, 1.63449, 3.60497], [-0.56316, 5.19421, 6.52637], [-7.08655, -2.32486, 0.98855], [0.98001, 1.44872, -0.05888], [4.08696, -2.33231, -1.03998], [-2.81188, -2.66682, -3.72112], [-5.56057, 0.19471, -6.65140], [-6.12322, 2.01572, -2.72140], [4.41389, 2.18600, -6.06695], [-0.60177, 1.21055, -6.37939], [0.94184, 0.01968, -0.47040], [1.62648, -3.83516, 0.27853], [-4.39014, 2.24839, 1.70907], [-8.18606, 0.69562, -6.40659], [9.51292, -0.47990, -5.57932], [0.48590, 0.28950, -2.50527], [3.78160, 4.07938, 4.88967], [-1.44308, 6.41949, 7.92300], [-2.12072, 2.12876, 0.78421], [-1.87566, 3.20598, -3.19532], [-7.87109, -2.09485, 1.73533], [2.99941, 1.72729, 5.50508], [-5.43332, -1.68781, 2.27609], [3.83365, 1.90951, -6.94281], [-1.46109, 5.28153, 5.97053], [3.09870, 2.34775, 3.05912], [4.09989, -1.20242, -0.95632], [-5.20909, 3.81858, 3.87757], [0.45134, -4.31040, 2.83979], [5.40070, 3.24843, 4.84971], [-4.77298, -5.00997, 1.53576], [-6.01856, 1.69433, -3.75724], [-3.11583, 1.92882, -3.62844], [-1.26808, 3.13590, 1.86763], [1.21421, 5.64893, 10.43076], [-1.68467, 1.53189, 2.40715], [10.44152, 0.82573, -6.40805], [4.14397, -3.87744, 0.40899], [4.62542, 3.24419, -6.17100], [3.28115, -2.55410, -1.74507], [-0.49510, 3.05413, -5.14817], [2.42252, -0.11905, -6.98406], [0.28275, 1.90439, -0.75106], [-0.30322, -1.73439, -0.21220], [-8.39681, -0.43495, -5.03907], [-5.67449, 2.09338, 3.80921], [0.24093, 5.30786, 4.03093], [2.46702, 3.30829, 9.28181], [-2.84537, -1.62240, -0.79422], [-4.68512, -1.67456, -5.11767], [10.05733, 1.01803, -4.70258], [5.06209, -0.37439, -2.91134], [-5.56244, 1.21459, -7.10775], [-0.17900, -3.38303, 5.03915], [-0.85631, 3.17529, 4.51461], [1.42399, -3.80576, -0.80210], [4.93431, 4.46442, 6.89964], [3.29803, -7.91881, 7.12150], [8.36294, 0.85458, -1.77895], [1.14162, -1.08888, -2.08570], [1.70798, -3.13316, -3.87237], [-0.61879, -0.53963, 0.98790], [-7.00094, 3.36984, 3.62072], [-1.91866, -0.96503, -4.74749], [0.94384, -1.01590, 2.64422], [7.78706, -0.17943, -7.19863], [8.60000, 1.22914, -7.95929], [-5.37733, 2.73066, -2.47437], [1.82045, -0.48098, -0.00320], [6.09374, -2.50442, -0.88001], [-3.82275, -4.98784, -3.26201], [-7.67603, 2.57184, 1.44690], [-3.44176, -4.33411, -1.61154], [0.76720, 3.75753, 6.95944], [4.87268, -2.87616, -3.47769], [-0.84933, -5.64886, 7.15862], [-6.90377, -0.37569, 0.64040], [1.44251, -2.28398, -7.26599], [3.05194, 0.09843, 2.30318], [3.78878, 1.31269, -2.14027], [-1.77945, -4.21250, 4.89677], [-4.22854, 2.06104, 0.60787], [7.88742, 0.62398, -3.42170], [6.21136, 1.68113, -5.26322], [2.47467, -8.47560, 5.68948], [-1.64298, 4.68004, 8.35702], [-0.66544, 1.68988, -7.36184], [5.32768, 2.75341, 7.14602], [-7.69821, -0.11423, -2.33289], [-7.06407, 2.55577, -2.64108], [3.89592, -7.42528, 5.50085], [-0.03901, -0.66557, 4.04680], [4.11419, 2.66689, 9.38702], [6.79640, 1.39170, -2.24791], [0.57915, -7.65544, 6.57222], [-2.58457, -3.44445, -4.45132], [-4.08845, 0.84509, -5.30809], [3.64991, -0.46837, 3.76866], [-1.94998, 1.76072, -2.26769], [-4.96744, -2.77078, 0.96884], [0.68888, -3.66161, 0.84699], [0.68464, 1.62051, 0.95334], [-3.08474, -0.71715, -3.51110], [-0.14786, -1.74936, -6.80821], [1.16397, -6.82821, 8.02438], [-2.68586, -3.74291, 1.80261], [1.83548, -3.78432, -5.49633], [1.36770, -1.63021, 4.26288], [4.66589, 2.75189, -1.65844], [-7.87095, -1.05549, -6.54578], [2.49450, 5.36486, 2.41461], [6.22956, -0.70442, -4.10674], [-6.59172, -5.19346, 1.61237], [4.72311, 1.72718, 3.12771], [0.89781, 5.53569, 1.65185], [1.06605, 0.06343, -8.05851], [-5.09679, -4.54095, -2.21976], [-4.52862, 1.24330, 2.23387], [-7.51682, -3.18968, 0.52237], [2.01402, 1.81360, -0.18825], [-6.61102, 2.07370, 0.33474], [0.52080, -4.62327, 6.94424], [6.62806, -2.99796, -3.14517], [6.81704, 2.70023, -7.44689], [-2.96635, -0.28093, 0.50552], [-0.40938, 4.92143, 10.55657], [3.03380, 2.85491, -2.40029], [0.79854, 0.39932, -5.23198], [-3.51097, 0.20610, -6.93853], [3.41316, 0.95447, -4.47495], [-3.51418, -0.10269, -1.15619], [-5.56242, 4.01988, 1.57703], [-6.15599, -0.49360, -3.17710], [6.08626, 1.32695, -8.25023], [-3.04011, -3.09706, 3.39771], [1.97673, 4.20629, 1.13106], [-5.76722, -0.56963, -7.42993], [0.11263, 6.04320, 6.25406], [-1.12066, -4.92535, 2.61508], [0.71867, -5.66638, 4.69107], [-5.35605, -1.53773, -1.00080], [-2.80390, -1.99315, 2.08319], [-1.26586, 0.33656, -6.31697], [0.21774, -3.62133, -4.76555], [0.61890, 2.47366, 5.05915], [2.73822, 2.51890, -4.72152], [-1.93707, -2.64344, -3.03667], [4.31347, -2.21120, 1.09449], [2.01609, -4.84859, 0.52205], [-0.23775, 6.66982, 10.39985], [-6.77405, -2.19448, -1.70646], [-5.73755, -5.62672, 2.96411], [3.74094, 4.43229, 9.10643], [1.81259, 4.66163, 4.68502], [-2.06390, 2.43519, -5.72103]], "forces_ev_per_a": [[0.7, 1.4, -0.5], [-0.3, -0.3, 0.1], [1.3, -0.1, 0.7], [-0.5, 0.5, 0.0], [-0.2, -0.1, -1.2], [0.6, -0.1, -2.6], [-0.1, -0.1, -0.9], [0.7, -0.3, -0.6], [0.2, -0.2, 1.0], [-0.4, -0.9, 0.5], [-0.3, -0.5, 0.0], [0.8, -0.3, -0.5], [-0.7, -0.4, 0.9], [-0.3, 0.4, 0.2], [1.0, 0.1, -0.1], [-0.6, -1.1, 0.6], [1.1, -1.1, -0.8], [-0.7, 0.5, 0.6], [0.5, -0.4, 0.7], [1.4, -2.1, -0.4], [0.7, 0.3, 0.0], [0.3, -0.8, 1.4], [0.6, -1.1, -0.7], [1.6, -0.5, -1.1], [-0.6, 0.1, -0.3], [-1.0, -1.0, -0.3], [0.3, -1.3, 0.4], [1.1, 0.3, -0.6], [-1.3, -0.5, -0.3], [0.0, 0.4, -0.4], [0.5, 1.4, 1.5], [0.0, 0.2, -1.0], [-0.4, -0.7, 2.0], [0.6, -0.2, 0.9], [0.6, -0.1, -1.4], [-1.1, 0.4, 0.4], [-0.7, -0.1, 0.0], [0.3, 0.0, -2.0], [0.0, -0.6, 0.5], [0.6, -0.4, 0.2], [-0.7, -0.4, 1.8], [0.1, -0.1, 0.5], [-0.4, 0.6, 0.7], [0.4, -0.2, -0.3], [0.8, 0.8, 1.6], [-0.1, -0.8, 1.3], [0.0, 1.8, 0.2], [0.6, -1.0, -0.2], [0.1, 0.1, -1.3], [1.3, 0.8, -0.2], [0.4, -0.9, -0.4], [0.1, -0.1, -1.0], [0.7, 0.6, 0.7], [-0.8, 0.4, 2.0], [-0.3, 0.9, -0.3], [-1.3, 1.8, -2.2], [0.5, -1.4, 0.0], [-0.1, 0.7, -0.3], [0.2, -1.0, -0.7], [0.2, -0.6, -1.3], [0.7, -0.3, -1.1], [0.3, -0.2, -0.1], [1.3, -0.6, 0.2], [-0.6, -0.5, -1.5], [-1.3, -0.2, 0.0], [1.2, -0.1, -1.6], [0.0, 1.5, 0.3], [-0.4, 0.0, -0.3], [-0.5, -0.9, 0.7], [-0.9, -0.1, 1.4], [-0.1, 0.1, 0.2], [0.4, 1.1, -0.1], [-0.2, 0.4, 1.6], [-1.5, 1.0, 1.0], [0.6, 0.4, -0.8], [0.3, 2.2, 0.2], [0.3, 0.0, -0.3], [0.8, -0.1, 0.4], [-0.5, -0.2, 0.6], [0.8, -0.1, 0.6], [0.9, -0.3, -0.2], [0.6, -0.7, 0.1], [-0.7, -0.1, 0.4], [-0.2, -1.5, -0.4], [-0.1, -0.1, -0.1], [0.1, -0.1, 0.1], [-0.6, 0.6, 0.1], [0.4, -0.3, 0.1], [-0.5, 0.6, 0.7], [0.1, -0.4, 0.0], [-0.3, 0.2, -0.4], [0.6, -0.2, 0.2], [-0.7, 0.1, 0.5], [-0.3, 0.1, -0.2], [-0.6, -0.2, 0.2], [-1.0, 0.3, -0.9], [-0.2, 0.5, 0.0], [-0.3, -0.7, -0.3], [-0.7, -0.2, -0.1], [0.2, 0.8, 0.0], [-0.6, 0.4, 0.2], [-0.3, 0.0, 0.2], [0.2, -0.4, 0.1], [-0.1, 0.4, 0.2], [0.0, 0.4, 0.5], [0.0, 0.0, 0.1], [-0.4, -0.2, 0.3], [-0.5, -0.1, 0.1], [0.0, 0.4, 0.2], [-0.3, 0.7, 0.0], [0.2, -0.4, 0.0], [0.1, -0.1, -0.5], [0.4, 0.0, 0.1], [0.0, 0.9, 0.1], [-0.3, 0.1, -0.4], [0.7, 0.5, 0.0], [-0.6, 0.7, 0.4], [0.4, -0.1, 0.3], [-0.5, -0.3, 0.2], [0.3, -0.3, 0.6], [-0.8, -0.3, 0.1], [-0.1, -0.3, 0.1], [0.0, -0.4, 0.2], [-0.4, -0.6, 0.2], [-0.1, 0.2, 0.6], [0.0, 0.3, 0.2], [0.0, 0.1, 0.1], [0.2, 0.7, 0.4], [0.1, 0.2, -0.1], [0.2, -0.6, 0.8], [0.4, 0.2, -0.4], [-0.5, -0.3, -0.6], [0.1, 0.3, 0.1], [0.6, 0.0, 0.3], [0.2, -0.3, 0.0], [0.0, -0.2, -0.4], [-0.1, 0.6, 0.1], [-0.5, -0.2, 0.6], [0.9, 0.6, 0.1], [-0.9, -0.2, 0.0], [0.6, 0.3, 0.3], [0.5, 0.1, 0.0], [-0.4, 0.3, 0.2], [0.1, -0.1, -0.2], [-0.7, -0.1, -0.7], [0.0, 0.1, -0.3], [-0.4, -0.2, -0.2], [-0.1, 0.1, -0.6], [-0.1, 0.0, 0.1], [-0.5, 0.2, -0.4], [0.2, 0.1, -0.3], [0.3, 0.2, 0.4], [-0.2, 0.0, 0.8], [-0.5, 0.0, 0.5], [-0.3, -0.2, -1.2], [-0.2, 0.1, -0.2], [0.5, 0.2, 0.1], [-0.2, -0.1, 0.0], [0.2, 0.0, 0.0], [0.4, 0.1, 0.0], [-0.5, -0.1, 0.0], [-0.4, 0.1, 0.3], [-0.7, 0.7, 0.3], [0.3, 0.0, 0.0], [-0.6, 0.2, 0.0], [0.1, 0.5, 0.1], [-0.4, -0.4, -0.1], [0.3, 0.1, -0.1], [0.4, -0.9, 0.9], [-0.3, -0.2, -0.2], [-0.1, -0.2, 0.3], [0.3, -0.4, -0.7], [-0.3, 0.1, 0.8], [-0.6, 1.1, -0.1], [-0.8, 0.0, 0.2], [0.1, 0.6, -1.0], [-0.3, -0.3, -0.5], [0.3, -0.4, -0.7], [0.1, -0.1, -0.3], [0.6, 0.6, 0.4], [0.3, 0.1, -0.3], [-0.1, -0.1, -0.3], [0.3, -0.7, 0.3], [0.1, 0.0, -0.8], [-0.6, -0.6, 0.3], [-0.2, 0.0, 0.0], [-0.2, -0.1, -0.7], [0.1, 0.6, 0.1], [0.4, 0.8, -0.7], [0.3, -0.8, -0.6], [-0.5, 0.2, -0.1], [-0.1, -0.2, 0.2], [-0.1, -0.2, -0.2], [-0.7, 0.1, 0.1], [0.1, 1.0, -0.2], [-0.1, -0.6, -0.1], [0.1, 0.0, -0.3], [0.3, 0.1, 0.3], [0.3, 0.5, -0.1], [0.0, 0.3, 0.9], [0.5, -0.1, 0.1], [0.1, 0.6, -0.3], [-0.5, -0.4, -0.6], [-0.1, -0.2, 0.6], [0.1, 0.0, 0.5], [-0.3, -0.2, 0.3], [0.2, -0.1, -0.4], [0.0, 0.3, 0.4], [-0.1, -0.7, -0.1], [-0.2, -0.2, 0.2], [-0.5, 0.0, 0.3], [0.3, 0.2, 0.1], [0.0, 0.4, -0.3], [-0.1, 0.1, -0.4], [0.1, 0.5, -0.3], [0.5, -0.5, -0.2], [0.3, 0.3, 0.2], [-0.5, 0.0, 0.1], [0.1, -0.2, -0.1], [0.1, 0.5, 0.0], [0.1, -0.1, -0.4], [-0.2, -0.5, 0.4], [0.7, 0.1, 0.3], [0.5, 0.0, 0.3], [-0.3, 0.2, 0.0], [-0.6, 0.4, 0.4]], "homo_energy_ev": -8.120, "e_above_lowest_ev": 0.000, "max_force_ev_per_a": 3.11}